1.
This record from the Open Molecules 2025 dataset describes the ion C2BrO4 with charge -1 at a distorted geometry. The level of theory is wB97M-V/def2-TZVPD.

```
! wB97M-V def2-TZVPD RIJCOSX def2/J DEFGRID3
* xyz -1 1
O -0.364 -1.802 0.508
C -0.773 -0.875 -0.088
O -1.752 -0.482 -0.635
C 0.361 0.342 -0.058
Br 2.184 -0.224 -0.031
O 0.180 1.620 -0.547
O 0.164 1.420 0.851
*
```

Its energy above the lowest of the compared OMol25 structures with the same formula, charge and spin is 133.76 kcal/mol. The HOMO energy comes out at -4.807 eV. The SMILES is O=C([O-])C1(Br)OO1. The LUMO energy comes out at 3.394 eV.

=====

2.
This record from the Open Molecules 2025 dataset describes a cluster of 8 separate species, C43H52FN9O in total at a distorted geometry. The level of theory is wB97M-V/def2-TZVPD.

```
! wB97M-V def2-TZVPD RIJCOSX def2/J DEFGRID3
* xyz 0 1
C 0.687 1.355 -1.520
C 1.388 2.042 -2.436
C 1.398 3.545 -2.578
C 0.073 4.206 -2.278
C 0.049 5.287 -1.434
C -1.146 5.972 -1.122
C -2.303 5.528 -1.683
F -3.458 6.156 -1.428
C -2.342 4.424 -2.567
N -3.543 4.043 -3.093
C -3.490 3.020 -3.896
C -4.778 2.542 -4.512
O -4.839 1.151 -4.719
C -4.672 0.366 -3.550
C -5.603 0.708 -2.381
C -4.932 1.525 -1.250
C -2.275 2.379 -4.235
N -1.115 2.716 -3.752
C -1.145 3.760 -2.867
H 0.632 1.670 -0.483
H 0.212 0.444 -1.855
H 2.017 1.487 -3.125
H 2.133 3.945 -1.871
H 1.755 3.847 -3.559
H 0.962 5.648 -0.981
H -1.167 6.829 -0.469
H -4.851 3.007 -5.495
H -5.617 2.932 -3.936
H -4.894 -0.652 -3.863
H -3.639 0.354 -3.186
H -6.511 1.195 -2.722
H -5.914 -0.236 -1.935
H -3.855 1.557 -1.404
H -5.086 1.029 -0.295
H -5.333 2.530 -1.172
H -2.315 1.551 -4.932
C 1.168 -1.735 -3.833
C 1.117 -3.152 -3.906
C -0.182 -3.498 -4.173
N -0.914 -2.345 -4.258
C -0.095 -1.265 -4.055
H 2.038 -1.130 -3.638
H 1.939 -3.837 -3.778
H -0.647 -4.460 -4.307
H -1.899 -2.298 -4.441
H -0.485 -0.261 -4.086
C 0.291 3.703 3.661
C -0.550 2.590 3.383
C -0.825 2.616 2.042
N -0.190 3.701 1.501
C 0.494 4.367 2.481
H 0.701 3.983 4.618
H -0.908 1.856 4.086
H -1.416 1.958 1.427
H -0.223 3.965 0.531
H 1.066 5.251 2.254
C -4.478 3.049 6.543
C -3.456 3.236 5.570
C -2.374 3.770 6.215
N -2.702 3.918 7.536
C -3.981 3.478 7.745
H -5.464 2.647 6.378
H -3.509 3.005 4.519
H -1.404 4.058 5.850
H -2.097 4.292 8.243
H -4.425 3.508 8.725
C 5.666 -5.926 -4.209
C 5.692 -6.666 -2.995
C 4.396 -6.964 -2.673
N 3.588 -6.433 -3.643
C 4.356 -5.801 -4.584
H 6.514 -5.532 -4.744
H 6.562 -6.946 -2.426
H 3.983 -7.509 -1.841
H 2.588 -6.496 -3.661
H 3.905 -5.319 -5.434
C 2.942 -10.684 1.349
C 3.958 -9.793 1.792
C 3.715 -8.576 1.215
N 2.593 -8.698 0.439
C 2.115 -9.978 0.518
H 2.832 -11.722 1.612
H 4.773 -10.021 2.459
H 4.239 -7.639 1.289
H 2.185 -7.961 -0.103
H 1.232 -10.275 -0.022
C 5.826 3.939 0.331
C 5.837 3.035 1.427
C 4.535 2.705 1.697
N 3.740 3.373 0.809
C 4.518 4.126 -0.029
H 6.680 4.398 -0.139
H 6.701 2.670 1.957
H 4.108 2.054 2.440
H 2.737 3.320 0.781
H 4.078 4.729 -0.805
C -0.912 -2.610 4.798
C -0.094 -2.592 5.960
C -0.494 -1.528 6.723
N -1.518 -0.900 6.068
C -1.781 -1.556 4.896
H -0.867 -3.315 3.985
H 0.696 -3.281 6.206
H -0.139 -1.164 7.672
H -2.002 -0.084 6.395
H -2.560 -1.216 4.236
*
```

Its energy above the lowest of the compared OMol25 structures with the same formula, charge and spin is 0.00 kcal/mol. The HOMO energy comes out at -8.206 eV. The SMILES is C=CCc1ccc(F)c2nc(COCCC)cnc12.c1cc[nH]c1.c1cc[nH]c1.c1cc[nH]c1.c1cc[nH]c1.c1cc[nH]c1.c1cc[nH]c1.c1cc[nH]c1. The LUMO energy comes out at -0.678 eV.

=====

3.
This record from the Open Molecules 2025 dataset describes a structure of composition C21H19I2IrN7OP at a distorted geometry. The level of theory is wB97M-V/def2-TZVPD.

```
! wB97M-V def2-TZVPD RIJCOSX def2/J DEFGRID3
* xyz 2 1
Ir -0.031 -0.376 -1.143
C -4.394 2.853 -0.076
N -3.341 2.183 -0.844
C -3.210 2.219 -2.204
C -2.114 1.473 -2.514
N -1.582 0.984 -1.349
C -2.339 1.422 -0.352
P -2.103 1.017 1.383
C -0.309 1.273 1.327
N 0.536 0.749 0.426
C 1.797 1.194 0.745
C 1.707 1.972 1.854
N 0.387 2.014 2.207
C -0.141 2.726 3.375
C -2.025 -0.766 1.158
N -1.361 -1.366 0.175
C -1.549 -2.716 0.321
C -2.334 -2.918 1.415
N -2.629 -1.688 1.933
C -3.408 -1.457 3.152
H -5.053 3.363 -0.771
H -3.962 3.584 0.602
H -4.975 2.126 0.488
H -3.898 2.756 -2.834
H -1.684 1.266 -3.479
H 2.673 0.915 0.193
H 2.465 2.492 2.414
H 0.546 3.528 3.628
H -0.223 2.050 4.223
H -1.113 3.153 3.147
H -1.120 -3.434 -0.353
H -2.697 -3.830 1.859
H -4.143 -2.250 3.251
H -3.925 -0.503 3.089
H -2.756 -1.467 4.023
I 1.441 -5.309 -0.761
C 2.541 -3.610 -1.200
C 3.956 -3.675 -1.281
C 4.710 -2.577 -1.595
I 6.778 -2.751 -1.656
C 4.067 -1.335 -1.861
C 4.690 -0.140 -2.270
C 3.935 0.987 -2.500
C 2.556 0.950 -2.285
N 1.939 -0.157 -1.893
C 2.671 -1.297 -1.713
C 1.903 -2.417 -1.383
O 0.570 -2.203 -1.300
H 4.443 -4.623 -1.095
H 5.764 -0.116 -2.400
H 4.396 1.904 -2.838
H 1.944 1.829 -2.437
*
```

Its energy above the lowest of the compared OMol25 structures with the same formula, charge and spin is 9.26 kcal/mol. The HOMO energy comes out at -13.095 eV. The LUMO energy comes out at -6.579 eV.

=====

4.
This record from the Open Molecules 2025 dataset describes a cluster of 2 separate species, C4H4BrO4 in total at a distorted geometry. The level of theory is wB97M-V/def2-TZVPD.

```
! wB97M-V def2-TZVPD RIJCOSX def2/J DEFGRID3
* xyz 1 1
O 0.573 -1.231 0.370
C -0.271 -0.360 0.389
C -1.727 -0.464 0.258
C -2.204 0.783 0.237
Br -3.961 1.307 0.107
C -1.049 1.730 0.315
O -1.024 2.901 0.193
O 0.097 0.950 0.516
H -2.226 -1.417 0.200
O 3.115 -1.153 -0.542
H 2.900 -1.681 -1.335
H 2.326 -1.097 0.072
H 3.449 -0.268 -0.780
*
```

The HOMO energy comes out at -13.914 eV. The LUMO energy comes out at -4.863 eV.

=====

5.
This record from the Open Molecules 2025 dataset describes an isolated molecule of C3H4ClNO at a distorted geometry. The level of theory is wB97M-V/def2-TZVPD.

```
! wB97M-V def2-TZVPD RIJCOSX def2/J DEFGRID3
* xyz 0 1
O 2.218 -1.663 1.270
C 1.585 -0.865 0.726
C 0.087 -0.541 0.636
C 0.389 0.375 -0.575
N 1.855 0.146 -0.348
Cl 3.114 0.294 -1.527
H -0.416 -1.425 0.328
H -0.156 0.184 1.363
H -0.009 -0.014 -1.448
H 0.200 1.414 -0.654
*
```

Its energy above the lowest of the compared OMol25 structures with the same formula, charge and spin is 49.19 kcal/mol. The HOMO energy comes out at -9.414 eV. The SMILES is O=C1CCN1Cl. The LUMO energy comes out at 0.732 eV.

=====

Q: What is the formula in the fourth record?
A: C4H4BrO4

=====

Q: Look up the HOMO of the fifth one.
A: -9.414 eV

=====

Q: Which formula does entry 2 have?
A: C43H52FN9O